ORCA calculation (the ωB97M-V functional and the def2-TZVPD basis) on 11 unconnected molecules or ions with the total composition C36H96N7O15 at a distorted geometry.

Output
Energy   -79992.6928 eV
Energy above the lowest of the compared OMol25 structures with the same formula, charge and spin   268.08 kcal per mole
Spin multiplicity   1
Charge   +3
Largest force on an atom   0.094 Eh/bohr
Orbital gap   1.357 eV
LUMO energy   -0.3143 Eh

Cartesian coordinates (Å):
C (-0.93093, 1.62365, 4.62256)
C (-2.33167, 2.19790, 5.15475)
C (-3.41903, 1.11516, 5.50231)
O (-4.61249, 1.70865, 6.13135)
C (-5.61004, 0.79085, 6.52062)
N (-2.11006, 3.03458, 6.44576)
H (-1.64227, 2.50431, 7.16694)
H (-1.48923, 3.82792, 6.37309)
H (-2.95917, 3.40351, 6.84950)
H (-0.68729, 0.71685, 5.17614)
H (-0.17919, 2.41288, 4.61193)
H (-0.98960, 1.29929, 3.58360)
H (-2.81566, 2.83147, 4.41148)
H (-3.11391, 0.30284, 6.16195)
H (-3.95028, 0.60088, 4.70144)
H (-5.87042, 0.06518, 5.75010)
H (-6.58499, 1.16013, 6.83873)
H (-5.34482, 0.34370, 7.47865)
C (-2.39601, 6.26400, -1.49459)
C (-2.52566, 6.25233, -3.07700)
C (-1.31443, 5.46079, -3.68103)
O (-1.47184, 4.05651, -3.70253)
C (-0.55514, 3.45459, -2.75998)
N (-3.85610, 5.63306, -3.63776)
H (-3.87972, 5.72275, -4.64349)
H (-4.00511, 4.73824, -3.19371)
H (-4.70192, 6.08826, -3.32552)
H (-1.42210, 6.64442, -1.18656)
H (-2.64532, 5.27168, -1.11876)
H (-3.16323, 6.93815, -1.11379)
H (-2.65858, 7.19420, -3.60927)
H (-0.39699, 5.89414, -3.28277)
H (-1.22389, 5.83181, -4.70194)
H (0.44634, 3.82357, -2.98132)
H (-0.70717, 2.37639, -2.80964)
H (-0.66255, 3.74766, -1.71563)
C (7.78776, 0.24764, 0.33118)
C (7.11097, 1.41770, 1.10512)
C (5.68808, 1.76221, 0.44532)
O (4.97816, 2.67956, 1.30474)
C (3.66335, 3.06115, 0.86265)
N (6.88755, 0.88894, 2.52382)
H (7.73426, 0.95803, 3.07008)
H (6.22794, 1.50878, 2.97194)
H (6.59743, -0.07684, 2.58029)
H (8.03977, 0.67970, -0.63728)
H (7.06696, -0.55911, 0.19810)
H (8.66418, -0.25112, 0.74497)
H (7.64610, 2.36166, 1.20844)
H (5.14274, 0.81863, 0.42682)
H (5.85475, 1.95593, -0.61430)
H (2.98581, 2.20748, 0.84604)
H (3.50131, 3.81954, 0.09669)
H (3.34701, 3.74774, 1.64791)
C (0.96013, -1.55641, 3.78326)
C (2.17300, -2.36152, 3.23121)
C (2.03245, -3.74749, 2.65845)
O (3.23910, -4.46775, 2.39274)
C (3.27931, -5.88020, 2.10788)
N (2.94114, -1.53085, 2.24153)
H (3.70088, -2.11259, 1.91832)
H (2.31055, -1.27790, 1.49422)
H (3.24665, -0.68426, 2.69983)
H (0.58207, -1.89447, 4.74808)
H (0.21657, -1.52733, 2.98679)
H (1.27908, -0.56200, 4.09555)
H (2.88482, -2.36159, 4.05669)
H (1.43417, -3.69191, 1.74901)
H (1.49546, -4.28702, 3.43860)
H (2.54304, -6.15552, 1.35276)
H (3.08884, -6.45283, 3.01558)
H (4.30422, -6.04549, 1.77569)
C (-0.72459, -4.45780, 0.37326)
C (-2.00531, -4.45348, -0.48458)
C (-3.22686, -4.12412, 0.34279)
O (-3.54976, -5.17649, 1.26532)
C (-4.30180, -4.77707, 2.39242)
N (-1.81223, -3.43444, -1.59685)
H (-2.57031, -3.38685, -2.26255)
H (-1.76031, -2.45818, -1.34324)
H (-0.97211, -3.68670, -2.09750)
H (-0.89483, -5.14663, 1.20069)
H (-0.29363, -3.55087, 0.79735)
H (0.06918, -4.95132, -0.18751)
H (-2.23681, -5.40107, -0.97097)
H (-4.07205, -4.05082, -0.34160)
H (-2.98716, -3.11478, 0.67725)
H (-3.60877, -4.34793, 3.11605)
H (-4.77611, -5.63419, 2.87042)
H (-4.98385, -4.02647, 1.99302)
C (4.17466, -4.56127, -1.27163)
C (3.72558, -3.44125, -2.21356)
C (4.06685, -2.04277, -1.84045)
O (3.70613, -1.00385, -2.80277)
C (3.22052, 0.18564, -2.26655)
N (4.21651, -3.65220, -3.62675)
H (4.06170, -2.80404, -4.15282)
H (5.19095, -3.91785, -3.62641)
H (3.64645, -4.38687, -4.02093)
H (3.94720, -4.19788, -0.26949)
H (5.17452, -4.99518, -1.26102)
H (3.54776, -5.42513, -1.49267)
H (2.64281, -3.35748, -2.30676)
H (5.11318, -1.92872, -1.55713)
H (3.50185, -1.95513, -0.91245)
H (2.17301, 0.13017, -1.97033)
H (2.99290, 1.02962, -2.91769)
H (3.73871, 0.59400, -1.39890)
C (0.34260, -1.42456, -3.78741)
C (-0.56018, -1.92337, -5.00958)
C (-1.23960, -0.75052, -5.86739)
O (-2.05843, -1.22528, -7.00199)
C (-2.39294, -0.36065, -8.02942)
N (0.12619, -2.86456, -5.96129)
H (0.93522, -2.53384, -6.46745)
H (0.39892, -3.70282, -5.46830)
H (-0.47281, -3.19902, -6.70253)
H (1.34300, -1.24211, -4.17986)
H (0.57099, -2.15589, -3.01211)
H (-0.14655, -0.66905, -3.17256)
H (-1.33568, -2.60573, -4.66161)
H (-0.50144, 0.01179, -6.11658)
H (-1.94794, -0.40966, -5.11229)
H (-2.75604, 0.54621, -7.54582)
H (-3.17608, -0.79597, -8.65014)
H (-1.45502, -0.16632, -8.54964)
C (0.02985, 0.98988, 0.52753)
C (-0.12145, -0.46734, 0.07237)
O (-1.13254, -0.76555, -0.58276)
O (0.85928, -1.24967, 0.07544)
H (-0.37012, 1.52466, -0.33395)
H (1.05159, 1.33760, 0.67994)
H (-0.69959, 1.12579, 1.32599)
C (-4.04305, 0.42447, 1.88379)
C (-5.29389, -0.45013, 2.19749)
O (-6.35705, 0.03190, 2.58325)
O (-5.23109, -1.67254, 1.88567)
H (-4.22393, 1.48638, 1.71726)
H (-3.79073, 0.23524, 0.84042)
H (-3.21962, 0.35081, 2.59418)
C (-3.56115, 1.61411, -1.83386)
C (-4.85571, 2.35633, -1.61656)
O (-5.01840, 3.42302, -2.26006)
O (-5.71714, 1.85153, -0.92037)
H (-3.73254, 0.55669, -1.63240)
H (-2.75197, 1.90911, -1.16579)
H (-3.28638, 1.56772, -2.88764)
C (-0.88227, 4.55229, 1.84445)
C (-1.27369, 5.69031, 2.76764)
O (-0.76226, 6.85403, 2.62455)
O (-2.01247, 5.44300, 3.76841)
H (-0.05122, 4.02628, 2.31431)
H (-0.54380, 4.87113, 0.85861)
H (-1.67206, 3.80123, 1.82844)

Cartesian forces, eV/Å:
C -1.9 0.4 0.4
C -0.5 -1.1 -0.2
C -2.3 -0.2 0.9
O 1.3 1.7 0.0
C -0.3 -1.1 0.7
N 0.6 -0.5 -0.5
H -0.2 -0.8 0.3
H 0.1 0.8 -1.2
H -1.0 -0.1 -0.2
H 0.4 0.2 0.4
H 0.1 -0.1 0.4
H -0.6 0.2 0.0
H 0.5 0.6 0.2
H 0.8 0.0 0.3
H 1.2 0.1 -1.1
H 0.4 -0.2 -0.1
H 0.2 1.4 -0.7
H 0.7 -0.8 -0.1
C -1.7 0.5 -1.8
C -0.1 -0.9 0.3
C -1.4 1.5 -1.4
O 1.1 0.4 1.5
C -0.3 0.3 -0.3
N 1.1 1.1 1.4
H 0.2 -0.8 -0.3
H -0.5 -2.6 0.1
H -0.2 0.8 0.5
H -0.1 -0.2 -0.1
H 0.3 -0.1 0.1
H 0.1 0.0 0.3
H 1.1 0.6 0.8
H 0.1 -0.6 0.8
H -0.2 -0.5 -0.6
H 0.4 -0.6 -0.5
H 0.3 0.1 -0.2
H -0.8 0.2 0.1
C -0.4 1.2 -0.3
C -1.2 -1.1 -0.7
C 0.7 -0.8 1.9
O 1.2 -0.6 -1.9
C -0.5 1.1 1.7
N 0.2 1.2 -0.2
H 0.6 0.0 0.2
H -0.7 0.2 0.4
H -0.3 -0.3 -0.2
H 0.2 -0.4 -0.1
H -0.3 0.1 -0.2
H 0.2 0.7 0.3
H 0.4 -0.3 0.0
H -0.3 -0.4 0.1
H 0.0 1.0 0.1
H 0.1 0.0 -0.4
H 1.0 -0.8 -1.2
H -0.3 -0.5 0.7
C 0.5 -0.6 -0.9
C 1.4 0.6 1.9
C -1.1 -1.7 0.3
O 0.8 1.9 -0.1
C -0.5 0.7 0.5
N -0.4 0.0 0.5
H 0.4 0.0 -0.2
H -1.1 0.4 -1.7
H 0.3 0.3 0.0
H -0.1 -0.9 -0.4
H -0.4 0.3 0.4
H 0.2 0.3 -0.7
H 0.1 -0.7 0.2
H -0.2 -0.1 0.0
H -0.5 -0.2 -0.1
H 0.0 0.0 -0.1
H 0.0 0.0 0.0
H -0.2 -0.2 0.0
C 0.1 -1.4 -0.3
C 0.4 -0.1 1.0
C -0.9 0.0 -0.2
O 2.2 -0.1 -1.7
C -0.1 1.0 0.0
N -0.7 -0.8 -0.4
H -0.7 -0.7 -0.3
H 0.8 1.5 1.6
H 0.3 0.1 -0.1
H -0.3 0.0 0.1
H -0.8 0.5 -0.5
H 0.4 0.0 -0.2
H 0.7 -0.2 -0.1
H -0.3 0.4 -0.1
H -0.8 0.1 1.2
H -0.2 0.4 0.2
H -0.1 0.0 -0.5
H -0.5 0.1 1.0
C -1.0 0.0 0.0
C 0.2 0.4 -1.1
C 0.3 2.0 1.3
O 0.7 -2.3 -0.2
C -2.2 1.6 1.3
N -0.6 -0.5 0.6
H 0.1 0.6 -0.4
H 0.5 -0.1 -0.3
H 0.2 -0.5 -0.5
H -0.1 -0.3 0.2
H 0.4 0.8 -0.5
H -0.2 0.0 0.3
H -0.2 -0.8 0.0
H 0.3 0.1 -0.2
H -0.2 0.7 0.1
H -0.2 -1.1 0.8
H 1.5 -0.3 -1.2
H 0.5 -0.3 -0.1
C -0.2 -1.2 -1.5
C -0.8 0.9 -0.3
C -1.3 -1.2 0.2
O 2.0 -2.8 3.4
C 0.6 1.7 0.2
N 0.8 -0.5 0.1
H 0.5 0.7 0.0
H 0.3 -0.4 0.2
H -1.1 0.2 -0.4
H -0.1 1.1 0.0
H -0.5 -0.8 -0.1
H 0.1 0.6 -0.6
H -0.4 0.5 0.2
H 0.0 0.1 -0.2
H 0.0 0.8 -0.1
H -0.2 0.4 -0.6
H 0.3 -0.1 0.1
H -0.3 0.4 -0.7
C -1.0 -0.9 -0.6
C -0.2 0.7 -2.2
O -1.0 -0.1 0.1
O 2.8 -1.2 1.6
H -0.1 0.3 0.2
H -0.1 -0.3 0.5
H 0.4 0.5 0.2
C -0.5 0.7 -0.8
C -1.0 -0.6 -0.8
O 0.3 1.4 0.9
O 1.7 -0.8 -0.2
H -0.7 0.3 0.9
H 0.7 -0.9 0.1
H 0.2 -0.5 -0.1
C 0.5 -1.6 -0.1
C -1.1 0.0 -0.2
O 1.1 2.3 -1.4
O 0.0 -0.8 0.9
H -0.1 -0.1 0.5
H 0.1 0.3 -0.2
H 0.4 0.8 -0.2
C 0.0 -0.6 0.1
C 0.4 3.5 2.2
O -0.2 -2.2 -1.2
O 0.1 -1.6 -0.5
H 0.4 0.0 0.2
H -0.2 0.1 -0.1
H -0.3 0.1 -0.4